(1)
Here is a molecular structure, C2F3O3Tb from the Open Molecules 2025 dataset. Energies are from ωB97M-V/def2-TZVPD.

```
! RIJCOSX wB97M-V def2-TZVPD def2/J DEFGRID3
* xyz 1 8
C 0.4845 -0.7776 0.9235
F -0.2222 -1.8776 1.1593
F 0.3740 0.0198 1.9810
F 1.7684 -1.0936 0.7907
O 0.8930 1.6521 -0.9171
C -0.1174 1.1442 -0.4881
O 0.0241 -0.2786 -0.2375
O -1.3173 1.3558 -0.7708
Tb -1.8871 -0.1444 -2.4410
*
```

Its energy is -1425.705972 Ha. The value obtained for the HOMO-LUMO gap (spin up / spin down) is 9.226 / 7.850 eV. Its LUMO energy (spin up / spin down) is -5.1 / -6.5 eV. For the HOMO energy (spin up / spin down), the calculation gives -14.37 / -14.37 eV.


(2)
Here is 11 unconnected molecules or ions with the total composition C122H116N4O22 from the Open Molecules 2025 dataset. Energies are from ωB97M-V/def2-TZVPD.

```
! RIJCOSX wB97M-V def2-TZVPD def2/J DEFGRID3
* xyz 0 1
C -6.6936 7.2158 5.5594
C -6.4737 5.8745 5.6821
C -5.3132 5.2301 5.2964
C -4.3162 6.0387 4.7521
C -4.5370 7.4044 4.6849
C -5.7100 8.0489 5.0643
C -3.3847 8.2171 4.2721
O -3.5078 9.2518 3.6609
C -2.0452 7.6917 4.5265
C -1.0392 8.5879 4.5776
C 0.2199 8.1105 4.9256
C 0.4846 6.7533 5.1470
C -0.5292 5.8127 4.8988
C -1.7988 6.3481 4.6428
C -2.9861 5.4442 4.5171
O -2.8813 4.2598 4.1832
H -7.6588 7.6229 5.7736
H -7.3675 5.3230 5.9789
H -5.0958 4.1840 5.3501
H -5.8246 9.1030 4.9493
H -1.1687 9.6372 4.4029
H 1.0371 8.8174 5.0910
H 1.5169 6.5262 5.3134
H -0.3608 4.7742 4.9786
C -0.1031 0.3901 4.7431
C -1.3165 1.0571 4.8950
C -2.2662 0.5433 5.7709
C -2.1562 -0.7086 6.3401
C -0.9796 -1.4031 6.1557
C 0.0445 -0.8706 5.3388
C -0.7768 -2.7005 6.7982
O 0.3507 -3.1115 6.8869
C -1.9387 -3.3732 7.4457
C -1.8065 -4.6789 7.9479
C -2.8931 -5.3766 8.4228
C -4.1449 -4.8127 8.4399
C -4.3246 -3.4922 8.0371
C -3.2061 -2.7840 7.4804
C -3.3706 -1.3861 6.9502
O -4.4516 -0.8216 6.9758
H 0.5552 0.8132 3.9890
H -1.4784 1.9963 4.4789
H -3.1959 1.1123 5.8769
H 0.9969 -1.3612 5.2182
H -0.8083 -5.0435 8.0260
H -2.7335 -6.3761 8.7843
H -4.9761 -5.4568 8.7074
H -5.3104 -3.0018 7.9993
C 1.2102 3.9319 -6.8819
C 1.6197 3.3963 -5.6927
C 1.0986 2.2603 -5.1231
C -0.0008 1.7029 -5.7169
C -0.4445 2.2003 -6.9336
C 0.1062 3.3301 -7.5429
C -1.6457 1.5751 -7.5654
O -2.1953 2.0311 -8.5555
C -2.0962 0.2458 -7.0720
C -2.9978 -0.5148 -7.8227
C -3.3474 -1.7421 -7.2775
C -2.9352 -2.2477 -6.0681
C -2.1634 -1.4167 -5.2297
C -1.7005 -0.2324 -5.7932
C -0.6900 0.5372 -5.0756
O -0.2812 0.2195 -3.9711
H 1.6663 4.8060 -7.2891
H 2.4101 3.8483 -5.0926
H 1.4604 1.8943 -4.1907
H -0.3422 3.8222 -8.4179
H -3.4390 -0.1685 -8.7598
H -3.9761 -2.3859 -7.8404
H -3.1895 -3.2422 -5.7467
H -1.8289 -1.7578 -4.2776
C 10.0224 2.1289 -4.4683
C 9.9203 2.0474 -5.8868
C 8.7337 1.7987 -6.5661
C 7.6163 1.3836 -5.8238
C 7.6864 1.4488 -4.3893
C 8.9064 1.8919 -3.7497
C 6.5723 1.0785 -3.6144
O 6.5462 1.4255 -2.4541
C 5.3666 0.4540 -4.2451
C 4.3164 -0.1042 -3.4938
C 3.1220 -0.4425 -4.0751
C 2.9391 -0.3496 -5.4693
C 3.9734 0.1026 -6.2598
C 5.1788 0.5264 -5.6751
C 6.2966 1.0239 -6.4723
O 6.1531 1.2156 -7.7317
H 10.9518 2.4195 -3.9800
H 10.7998 2.3859 -6.4760
H 8.7137 1.7869 -7.6593
H 8.9035 2.0689 -2.6799
H 4.4085 -0.3577 -2.3965
H 2.3859 -0.9141 -3.4343
H 1.9753 -0.6406 -5.8799
H 3.8782 0.1791 -7.3644
C 2.8739 -3.1326 -1.4074
C 1.9844 -3.3359 -2.4817
C 0.6201 -3.1105 -2.4310
C 0.1761 -2.4000 -1.3092
C 1.0465 -2.0421 -0.2885
C 2.3532 -2.5057 -0.3157
C 0.5938 -1.0745 0.7351
O 1.3301 -0.7604 1.6698
C -0.7792 -0.4573 0.5786
C -1.1793 0.5556 1.4206
C -2.3688 1.1522 1.2918
C -3.3051 0.5692 0.5276
C -2.9855 -0.5128 -0.2357
C -1.6821 -1.0080 -0.2864
C -1.2483 -1.9981 -1.2452
O -2.0781 -2.3281 -2.0813
H 3.9308 -3.3167 -1.5036
H 2.4054 -3.7869 -3.3916
H 0.0404 -3.2870 -3.3249
H 2.9621 -2.2373 0.5191
H -0.4586 0.9410 2.1153
H -2.6370 2.0111 1.8746
H -4.3174 1.0129 0.6011
H -3.6890 -0.9839 -0.9183
C -8.7503 -0.4199 6.7522
C -8.2494 0.6340 6.0096
C -7.2704 0.4349 4.9977
C -6.8406 -0.8293 4.8779
C -7.3378 -1.8938 5.6091
C -8.3606 -1.7118 6.5691
C -6.8627 -3.2575 5.3708
O -7.5022 -4.2390 5.7644
C -5.6605 -3.3975 4.5196
C -5.2118 -4.7257 4.3704
C -4.1052 -5.0255 3.6110
C -3.4759 -3.9494 2.9366
C -3.9700 -2.6377 3.0454
C -5.1049 -2.3724 3.8178
C -5.7273 -1.0543 3.8986
O -5.3570 -0.1346 3.2209
H -9.4826 -0.1984 7.5015
H -8.6164 1.6521 6.2399
H -7.0179 1.1864 4.2930
H -8.8174 -2.6567 6.9636
H -5.7215 -5.4535 4.9748
H -3.8143 -6.0564 3.3522
H -2.6499 -4.1416 2.2633
H -3.4158 -1.8925 2.5053
C 8.6102 -2.2197 -1.3777
C 9.6041 -1.2745 -1.3913
C 9.4551 0.0044 -0.8734
C 8.2515 0.2660 -0.3292
C 7.2111 -0.6409 -0.3285
C 7.3747 -1.9288 -0.8336
C 5.8989 -0.1835 0.1170
O 4.9660 -0.8857 -0.0397
C 5.6631 1.1184 0.6638
C 4.3988 1.4581 1.1166
C 4.2963 2.6067 1.8890
C 5.3611 3.4892 2.0223
C 6.5406 3.2236 1.3507
C 6.7229 1.9766 0.7857
C 7.9701 1.6492 0.1145
O 8.7671 2.5280 -0.1372
H 8.9187 -3.1377 -1.7126
H 10.5742 -1.5343 -1.8116
H 10.2155 0.7864 -0.9613
H 6.5085 -2.6009 -1.0318
H 3.5008 0.9321 0.9597
H 3.3202 2.9384 2.2984
H 5.2186 4.3243 2.6028
H 7.3753 3.9024 1.4033
C 3.5226 0.4440 4.6101
O 3.5642 1.6101 5.3911
C 3.7852 1.3076 6.7119
C 3.8990 2.6677 7.3871
N 5.2257 3.1961 7.1399
C 5.9184 4.1818 7.9177
C 5.2072 5.5469 8.0467
O 6.0755 6.4130 8.8644
C 5.5260 7.7338 8.9122
H 3.1442 0.6815 3.6398
H 2.7907 -0.2604 5.0871
H 4.4531 -0.0156 4.5072
H 4.7276 0.7759 6.9185
H 2.9605 0.6956 7.0581
H 3.7344 2.5951 8.4779
H 3.0912 3.3372 6.9326
H 5.3282 3.3208 6.1542
H 6.8914 4.3311 7.5050
H 6.0814 3.8046 8.9556
H 4.2423 5.5187 8.4578
H 5.0882 6.0943 7.0752
H 5.6284 8.2898 7.9662
H 6.0656 8.2444 9.6948
H 4.4704 7.7578 9.1779
C -3.3450 8.8737 -8.2016
O -3.2249 7.5335 -7.9735
C -2.7791 7.1934 -6.7023
C -2.2025 5.7112 -6.8241
N -2.3980 5.0598 -5.5051
C -3.7007 4.4164 -5.3951
C -4.0310 3.5812 -4.2091
O -3.1394 2.4542 -4.1985
C -3.4691 1.5454 -3.1919
H -2.3790 9.3491 -8.1668
H -3.9492 9.3903 -7.4516
H -3.8496 9.1036 -9.1151
H -3.5731 7.2835 -6.0230
H -1.9386 7.8474 -6.4647
H -1.1157 5.9121 -7.0681
H -2.5975 5.0262 -7.6002
H -1.7434 4.2737 -5.3873
H -3.8617 3.7665 -6.2940
H -4.5218 5.1719 -5.4148
H -5.0693 3.1394 -4.3339
H -3.8768 4.1158 -3.2603
H -2.9220 0.6244 -3.4262
H -4.5445 1.2870 -3.0884
H -3.0594 1.9960 -2.2892
C -4.4609 -5.6814 -3.8582
O -3.1616 -5.7772 -3.4899
C -3.0730 -5.4047 -2.1465
C -1.6782 -5.8622 -1.6026
N -1.5505 -5.4048 -0.2530
C -0.1956 -5.5730 0.2426
C -0.0495 -5.0733 1.7234
O -0.6431 -6.0209 2.5811
C -0.6160 -5.7299 3.9669
H -4.5790 -5.7270 -4.9057
H -4.9980 -4.8086 -3.5668
H -5.1041 -6.5343 -3.4986
H -3.7502 -6.0818 -1.6320
H -3.1904 -4.3793 -1.8477
H -0.9013 -5.4392 -2.2321
H -1.6459 -6.9771 -1.6846
H -2.1564 -5.9198 0.3385
H 0.4936 -4.9559 -0.3661
H 0.1511 -6.6147 0.1455
H -0.5104 -4.0873 1.8254
H 1.0176 -4.9985 2.0301
H 0.2585 -5.2421 4.3335
H -0.7168 -6.6602 4.5576
H -1.4533 -5.0724 4.2322
C 1.8051 -7.2158 -2.3134
O 1.4048 -6.1890 -3.2415
C 0.7647 -6.7702 -4.3352
C 0.0231 -5.6572 -5.1380
N -0.5678 -6.2204 -6.3862
C -1.5262 -7.3321 -6.2827
C -1.4812 -8.1491 -7.5284
O -1.9518 -7.3267 -8.6075
C -1.8075 -7.7658 -9.9339
H 0.9758 -7.7463 -1.9152
H 2.4788 -6.7308 -1.6317
H 2.4308 -7.9356 -2.7828
H 0.1464 -7.5883 -3.9625
H 1.5322 -7.2554 -5.0236
H 0.8138 -4.9005 -5.4672
H -0.7578 -5.1990 -4.5170
H -1.0435 -5.5315 -6.9569
H -2.5598 -7.0154 -6.2045
H -1.3344 -7.9556 -5.4626
H -2.0997 -9.0440 -7.3662
H -0.4565 -8.4416 -7.8428
H -2.3308 -8.6765 -10.0801
H -0.7416 -7.9248 -10.1409
H -2.2645 -7.0334 -10.6059
*
```

Its energy is -6592.647292 Ha. The value obtained for the HOMO-LUMO gap is 7.256 eV. Its LUMO energy is -1.2 eV. For the HOMO energy, the calculation gives -8.46 eV. The SMILES is O=C1c2ccccc2C(=O)c2ccccc21.O=C1c2ccccc2C(=O)c2ccccc21.O=C1c2ccccc2C(=O)c2ccccc21.O=C1c2ccccc2C(=O)c2ccccc21.O=C1c2ccccc2C(=O)c2ccccc21.O=C1c2ccccc2C(=O)c2ccccc21.O=C1c2ccccc2C(=O)c2ccccc21.COCCNCCOC.COCCNCCOC.COCCNCCOC.COCCNCCOC.


(3)
Here is a gas-phase ion, C5H13N2O (charge +1) from the Open Molecules 2025 dataset. Energies are from ωB97M-V/def2-TZVPD.

```
! RIJCOSX wB97M-V def2-TZVPD def2/J DEFGRID3
* xyz 1 1
O -1.1896 2.7285 -1.5541
C -1.4470 2.1984 -0.5087
C -0.5403 1.2100 0.1951
C -1.0264 -0.0909 -0.4857
C -0.6938 -1.4402 0.2774
C 0.7211 -1.6374 0.7735
N 1.7463 -1.0529 -0.1944
N 0.8880 1.4852 -0.0178
H -2.4682 2.3367 -0.1160
H -0.7896 1.0806 1.2671
H -0.5803 -0.2720 -1.4683
H -2.1310 -0.0979 -0.5766
H -1.3967 -1.3882 1.1163
H -1.0093 -2.3104 -0.2799
H 0.8619 -2.7253 0.8551
H 1.0001 -1.2810 1.7730
H 2.6505 -1.3271 0.1933
H 1.6654 -1.4792 -1.1138
H 1.2828 1.7677 0.8706
H 1.5044 0.1571 -0.1932
H 0.9516 2.1385 -0.8131
*
```

Its energy is -382.803354 Ha. The value obtained for the HOMO-LUMO gap is 10.654 eV. Its LUMO energy is -3.1 eV. For the HOMO energy, the calculation gives -13.73 eV. The SMILES is N[C@@H](C=O)CCC[NH3+].


(4)
Here is a molecular structure, C15H14I2IrN3O4 from the Open Molecules 2025 dataset. Energies are from ωB97M-V/def2-TZVPD.

```
! RIJCOSX wB97M-V def2-TZVPD def2/J DEFGRID3
* xyz 2 5
Ir -0.3425 -0.0055 -1.0476
I 2.6120 5.9006 2.6171
C 1.5793 4.5959 1.4511
C 0.7478 5.0661 0.4296
C 0.0587 4.1701 -0.3491
I -1.1561 4.8404 -1.8644
C 0.1790 2.7520 -0.1213
O -0.4948 1.9843 -0.9198
C 1.0233 2.2839 0.9401
C 1.1340 0.8283 1.3357
N 1.3339 -0.0616 0.1542
C 1.6239 -1.4744 0.5290
C 1.1035 -2.4242 -0.5180
C 1.5493 -3.7251 -0.6071
C 0.9875 -4.5693 -1.5549
C -0.0096 -4.0870 -2.3936
C -0.4071 -2.7760 -2.2652
N 0.1395 -1.9562 -1.3460
C 1.7093 3.2053 1.6865
H 0.6498 6.1274 0.2488
H 0.2293 0.4837 1.8351
H 1.9791 0.7123 2.0163
H 2.1377 0.3029 -0.3567
H 1.1396 -1.6789 1.4858
H 2.6970 -1.6143 0.6612
H 2.3290 -4.0738 0.0562
H 1.3284 -5.5923 -1.6416
H -0.4741 -4.7146 -3.1400
H -1.1724 -2.3546 -2.8991
H 2.3557 2.8689 2.4873
C -3.5175 -0.8393 1.7879
C -2.8123 -0.5570 0.4969
O -1.4766 -0.4351 0.6279
O -3.3617 -0.4257 -0.5711
H -2.8992 -1.4339 2.4548
H -4.4635 -1.3338 1.5860
H -3.7278 0.1156 2.2739
O -2.3611 -0.3178 -3.2371
N -1.9508 0.2129 -2.3283
*
```

Its energy is -1744.265610 Ha. The value obtained for the HOMO-LUMO gap (spin up / spin down) is 8.061 / 4.972 eV. Its LUMO energy (spin up / spin down) is -6.6 / -9.7 eV. For the HOMO energy (spin up / spin down), the calculation gives -14.63 / -14.66 eV.


(5)
Here is 4 unconnected molecules or ions with the total composition C16H18Br4N2O4 from the Open Molecules 2025 dataset. Energies are from ωB97M-V/def2-TZVPD.

```
! RIJCOSX wB97M-V def2-TZVPD def2/J DEFGRID3
* xyz 0 1
Br 5.7637 13.7444 14.2643
C 5.7309 12.0009 15.1351
C 6.6138 11.8700 16.3525
Br 6.3719 10.0606 17.0414
H 6.0250 11.2195 14.4345
H 4.6815 11.7958 15.3322
H 6.4225 12.5771 17.1540
H 7.6503 12.0071 16.0495
Br 19.2227 13.0617 17.0356
C 17.4763 12.9331 16.1930
C 17.0867 14.1947 15.4515
Br 18.5043 14.8553 14.1997
H 16.6966 12.7991 16.9409
H 17.5283 12.1144 15.4817
H 16.9068 15.0251 16.1255
H 16.2526 13.9350 14.8030
C 9.2975 12.2085 13.7224
C 10.1227 11.1910 14.1722
C 11.4913 11.3919 14.0870
C 12.0219 12.6344 13.7462
C 11.1599 13.6704 13.3978
C 9.7898 13.4635 13.4347
N 13.4434 12.9442 13.8502
O 14.2133 12.0218 14.0992
O 13.7907 14.1172 13.9119
H 8.2222 12.0777 13.7097
H 9.6490 10.2416 14.3812
H 12.2639 10.6838 14.3702
H 11.5290 14.6263 13.0506
H 9.0704 14.1496 13.0054
C 15.4976 16.0346 9.9339
C 16.6573 16.5424 9.3655
C 17.4917 17.3344 10.1517
C 17.1288 17.6144 11.4647
C 15.9987 17.0508 12.0269
C 15.1883 16.2244 11.2728
N 18.0323 18.4096 12.2933
O 19.0788 18.7515 11.7988
O 17.6909 18.7257 13.4131
H 14.8990 15.3530 9.3392
H 16.8945 16.4071 8.3211
H 18.2875 17.8246 9.6092
H 15.7373 17.3380 13.0365
H 14.3965 15.6746 11.7614
*
```

Its energy is -11326.813496 Ha. The value obtained for the HOMO-LUMO gap is 8.415 eV. Its LUMO energy is -1.2 eV. For the HOMO energy, the calculation gives -9.60 eV. The SMILES is O=[N+]([O-])c1ccccc1.O=[N+]([O-])c1ccccc1.BrCCBr.BrCCBr.


(6)
Here is a single C3H8N2 molecule from the Open Molecules 2025 dataset. Energies are from ωB97M-V/def2-TZVPD.

```
! RIJCOSX wB97M-V def2-TZVPD def2/J DEFGRID3
* xyz 0 1
C 2.0642 0.0216 -0.0087
C -0.2179 0.9612 -0.0533
C -2.0192 -0.4071 -0.0093
H 2.5030 -0.9461 0.5494
H 2.2608 0.9180 0.7174
H 2.4078 0.1732 -1.0589
H 0.2163 -1.0083 -0.0258
H 0.2606 1.9239 -0.0033
H -1.8855 -0.7996 1.0262
H -1.6263 -1.1880 -0.6977
H -3.1137 -0.5043 -0.2578
N 0.6411 -0.1088 -0.1451
N -1.4912 0.9643 -0.0332
*
```

Its energy is -228.568990 Ha. The value obtained for the HOMO-LUMO gap is 9.653 eV. Its LUMO energy is 0.9 eV. For the HOMO energy, the calculation gives -8.74 eV. The SMILES is C/N=C\NC.